Formula: C5H7NO
Source: OMol25
Level of theory: ωB97M-V with the def2-TZVPD basis set

Bonds (Å) are listed after each position.
Element x y z (Å)
1 O 3.12897 -0.76906 1.01241  C2 1.413, H8 0.966
2 C 2.49158 -0.51054 -0.22160  O1 1.413, C3 1.473, H9 1.101, H10 1.094
3 C 1.09250 -0.07544 -0.07106  C2 1.473, C4 1.208
4 C -0.04280 0.29882 0.10116  C3 1.208, C5 1.449
5 C -1.40811 0.73316 0.31794  C4 1.449, C6 1.489, N7 1.468, H11 1.088
6 C -2.44341 0.39054 -0.69638  C5 1.489, N7 1.454, H12 1.088, H13 1.088
7 N -2.45352 -0.25555 0.60670  C5 1.468, C6 1.454, H14 1.017
8 H 3.02407 0.01760 1.56334  O1 0.966
9 H 3.03950 0.24261 -0.80815  C2 1.101
10 H 2.52919 -1.44939 -0.78249  C2 1.094
11 H -1.51600 1.66043 0.87651  C5 1.088
12 H -2.11755 -0.17744 -1.56562  C6 1.088
13 H -3.25905 1.08750 -0.87477  C6 1.088
14 H -2.06539 -1.19323 0.54201  N7 1.017

**Net charge**: 0
**LUMO**: 0.82 eV
**Highest occupied orbital energy**: -0.3430 hartree
**Multiplicity**: 1
**Orbital gap**: 10.2 eV
**SMILES**: OCC#C[C@H]1CN1